Model 1:
Below is a structure of composition C2H6O4, with properties calculated with ωB97M-V with the def2-TZVPD basis set.

Computed properties:
LUMO, hartree: 0.022
Highest occupied orbital energy, eV: -8.44

Last column: natural (NBO) charge in e.
Positions of all 12 atoms, in Å:
C 1.1613 -0.0412 0.3615  -0.160
C -0.8392 0.0466 0.0845  0.788
O 1.7775 0.5658 -0.8111  -0.727
O -0.7746 -0.7943 -1.0721  -0.743
O -1.3132 1.3070 -0.0320  -0.723
O -1.5454 -0.6542 1.0308  -0.709
H 1.4519 0.5936 1.2831  0.173
H 1.4111 -1.0425 0.4362  0.145
H 1.8943 -0.1766 -1.4281  0.469
H -0.3448 -1.6877 -0.7664  0.483
H -0.9390 1.8825 -0.7048  0.515
H -1.9399 0.0010 1.6184  0.488


Model 2:
Below is a cluster of 2 separate species, C2H6O4 in total, with properties calculated with ωB97M-V with the def2-TZVPD basis set.

Computed properties:
LUMO, hartree: 0.017
Structure (SMILES): O=C(O)CO.O
Highest occupied orbital energy, eV: -10.90

Last column: natural (NBO) charge in e.
Positions of all 12 atoms, in Å:
O 3.8185 1.8350 -0.9349  -0.941
H 4.4236 2.2539 -0.2817  0.471
H 2.9342 1.8576 -0.5040  0.470
O -2.5077 -1.5202 0.9327  -0.583
O -1.1924 -2.0561 -0.9476  -0.691
O -0.6778 0.5286 1.5322  -0.694
C -1.5843 -1.2751 0.1335  0.761
C -0.7703 -0.0220 0.1644  -0.195
H -1.8218 -2.8231 -1.0350  0.503
H -1.5992 0.8053 1.7191  0.477
H -1.2590 0.6725 -0.5458  0.205
H 0.2361 -0.2564 -0.2328  0.217


The winner here is model 2, beating the second structure by 46.2 kcal/mol.


Model 1:
Below is an isolated molecule of C8H8N2O2, with properties calculated with ωB97M-V with the def2-TZVPD basis set.

Computed properties:
LUMO, hartree: 0.001
Structure (SMILES): N[C@]12[C@@H]3[C@H]4[C@@H]5[C@H]([C@H]41)[C@@]2([N+](=O)[O-])[C@@H]53
Highest occupied orbital energy, eV: -9.56

Last column: natural (NBO) charge in e.
Positions of all 20 atoms, in Å:
C -1.3546 0.4527 0.0365  -0.206
C -0.4388 1.7579 0.0252  -0.196
C -0.4407 -0.1442 1.1129  -0.214
C -0.4940 -0.1867 -1.0557  -0.217
C 0.5087 1.1345 1.0497  -0.219
C 0.4288 1.0658 -1.1415  -0.184
C 0.4432 -0.8229 0.0003  0.176
C 1.3345 0.4538 -0.0478  -0.008
N 0.9332 -2.1513 -0.1116  -0.789
N 2.7050 0.1688 0.0240  0.521
O 3.2891 0.3518 1.1008  -0.374
O 3.1347 -0.3913 -1.0038  -0.407
H -2.4601 0.3347 0.1602  0.225
H -0.7453 2.8597 0.0882  0.228
H -0.8152 -0.5899 1.9631  0.220
H -0.7627 -0.7726 -1.9709  0.226
H 0.7663 1.7385 1.9414  0.242
H 0.8647 1.5775 -1.9317  0.230
H 1.3367 -2.2084 -1.0853  0.381
H 1.6853 -2.1232 0.5956  0.365


Model 2:
Below is an isolated molecule of C8H8N2O2, with properties calculated with ωB97M-V with the def2-TZVPD basis set.

Computed properties:
LUMO, hartree: 0.012
Structure (SMILES): CN1CC(=O)n2cccc2C1=O
Highest occupied orbital energy, eV: -9.19

Last column: natural (NBO) charge in e.
Positions of all 20 atoms, in Å:
C -2.7629 -0.1699 1.5455  -0.428
C -1.6918 -0.1885 -0.7184  -0.319
C -0.4345 -0.1178 -1.6064  0.720
C 2.0311 0.0751 -1.3681  -0.017
C 2.9273 0.2409 -0.3787  -0.274
C 2.1547 0.1892 0.8498  -0.192
C 0.8586 0.0371 0.5116  0.022
C -0.3550 0.0652 1.3410  0.638
H -3.1235 -1.2687 1.6413  0.207
H -3.5887 0.5261 1.0444  0.202
H -2.5200 0.2594 2.5704  0.262
H -2.0944 -1.1442 -1.0188  0.229
H -2.4492 0.5249 -1.1673  0.237
H 2.0985 0.1349 -2.4543  0.233
H 3.9434 0.3167 -0.5648  0.229
H 2.4280 0.2348 1.8546  0.241
N -1.5518 -0.1222 0.7399  -0.426
N 0.7684 -0.0254 -0.8735  -0.400
O -0.5087 -0.1329 -2.8127  -0.543
O -0.1881 0.2157 2.5592  -0.622


The winner here is model 2, beating the second structure by 186.6 kcal/mol.


Model 1:
Below is the ion H2N3O2 with charge -1, with properties calculated with ωB97M-V with the def2-TZVPD basis set.

Computed properties:
LUMO, hartree: 0.187
Structure (SMILES): NN=[N+]([O-])[O-]
Total charge: -1
Highest occupied orbital energy, eV: -3.47

Last column: natural (NBO) charge in e.
Positions of all 7 atoms, in Å:
N -1.2568 0.9608 0.2124  -0.289
N 0.0369 0.4963 0.2487  -0.713
N -2.1635 0.0183 0.1065  0.530
O -1.8043 -1.2342 0.1794  -0.642
O -3.3323 0.3358 -0.2428  -0.561
H 0.3262 0.3695 -0.7847  0.317
H -0.0582 -0.4810 0.7491  0.358


Model 2:
Below is a cluster of 3 separate species, H2N3O2 in total, with properties calculated with ωB97M-V with the def2-TZVPD basis set.

Computed properties:
LUMO, hartree: 0.181
Total charge: -1
Highest occupied orbital energy, eV: -2.51

Last column: natural (NBO) charge in e.
Positions of all 7 atoms, in Å:
N 3.6687 -0.9577 -0.0151  0.035
N 4.0715 -0.3071 -0.8346  -0.041
N 0.3260 -0.1950 0.9439  0.201
O -0.2275 0.6181 1.7093  -0.593
O -0.3065 -0.7446 0.0135  -0.600
H -3.8250 0.9517 -1.2128  -0.033
H -3.7072 0.6346 -0.6043  0.031


The winner here is model 2, beating the second structure by 38.8 kcal/mol.


Model 1:
Below is a cluster of 2 separate species, C4H9P in total, with properties calculated with ωB97M-V with the def2-TZVPD basis set.

Computed properties:
LUMO, hartree: 0.042
Highest occupied orbital energy, eV: -9.26

Last column: natural (NBO) charge in e.
Positions of all 14 atoms, in Å:
C 0.9013 -0.2482 -1.7262  -0.715
C -0.2496 0.4986 -1.2130  -0.455
C -0.0532 -0.5545 1.5372  -0.625
C -0.9747 0.3193 0.7055  -0.306
P 1.2487 1.5161 -1.5528  0.442
H 1.3668 -0.9697 -1.1348  0.235
H 0.8462 -0.5375 -2.8247  0.234
H -1.0979 0.7289 -1.9714  0.225
H 0.9195 -0.5391 1.3490  0.208
H -0.5228 -1.6819 1.6180  0.195
H -0.1999 -0.1793 2.5029  0.213
H -1.0218 1.3373 1.1859  0.198
H -2.0307 -0.0446 0.6079  0.207
H 1.7431 1.4903 -0.0559  -0.056


Model 2:
Below is a cluster of 2 separate species, C4H9P in total, with properties calculated with ωB97M-V with the def2-TZVPD basis set.

Computed properties:
LUMO, hartree: 0.036
Structure (SMILES): CC1=CC1.P
Highest occupied orbital energy, eV: -8.98

Last column: natural (NBO) charge in e.
Positions of all 14 atoms, in Å:
C -0.3849 -1.1441 0.5202  -0.435
C -0.9482 0.2897 0.5094  -0.239
C -0.3713 -0.1436 -0.5580  0.078
C 0.2406 0.1867 -1.9008  -0.655
P 1.6784 1.4340 1.4795  -0.017
H 0.6703 -1.2835 0.9130  0.152
H -0.9498 -2.0037 0.6577  0.188
H -1.3110 1.0468 1.1038  0.220
H 0.5673 2.5009 1.1170  0.012
H -0.4039 0.8819 -2.4209  0.229
H 0.4338 -0.6909 -2.4406  0.225
H 1.0998 0.6525 -1.4635  0.245
H 0.9310 0.8638 2.4878  -0.010
H 2.5470 2.2175 2.4601  0.007


The winner here is model 1, beating the second structure by 9.8 kcal/mol.


Model 1:
Below is an isolated molecule of C5H11ClN2, with properties calculated with ωB97M-V with the def2-TZVPD basis set.

Computed properties:
LUMO (alpha / beta), hartree: 0.015 / 0.022
Highest occupied orbital energy (alpha / beta), eV: -6.94 / -7.74

Last column: natural (NBO) charge in e.
Positions of all 19 atoms, in Å:
C 0.4778 1.8722 0.2054  -0.252
C 0.0564 1.1207 -1.1189  -0.244
C -1.2258 -0.3780 0.0658  0.296
C -1.3160 -1.4195 1.0574  -0.723
C 0.8113 -1.3306 -0.7374  -0.421
N -0.4628 1.7219 1.2451  -0.741
N -0.2056 -0.2525 -0.8225  -0.418
Cl -2.7240 0.3833 -0.3184  0.015
H 1.4371 1.3338 0.6413  0.161
H 0.7855 2.8644 -0.0995  0.196
H -0.8865 1.5106 -1.5278  0.209
H 0.7816 1.3507 -1.8622  0.207
H -1.7135 -0.9508 2.0081  0.281
H -0.3668 -1.9124 1.3981  0.242
H -1.9110 -2.2806 0.5754  0.226
H 0.0730 -2.1765 -0.9031  0.216
H 1.3596 -1.3229 -1.6822  0.222
H 1.4061 -1.2739 0.2136  0.218
H -1.3322 2.1035 1.0820  0.309


Model 2:
Below is an isolated molecule of C5H11ClN2, with properties calculated with ωB97M-V with the def2-TZVPD basis set.

Computed properties:
LUMO, hartree: 0.031
Structure (SMILES): NC[C@]1(Cl)CC[C@H]1N
Highest occupied orbital energy, eV: -9.03

Last column: natural (NBO) charge in e.
Positions of all 19 atoms, in Å:
C -1.3564 -0.0164 -1.0098  -0.236
C 0.0281 -0.2947 -0.3514  0.008
C 0.1986 -1.0833 0.9351  -0.420
C 1.3550 -0.1514 1.3844  -0.399
C 0.6615 0.8708 0.4969  -0.048
H -2.8826 -1.0371 -1.8447  0.354
H -1.9952 -1.9272 -0.8432  0.347
H -1.2046 0.7053 -1.8705  0.201
H -2.0239 0.4346 -0.2900  0.178
H 0.3585 -2.0919 0.8130  0.218
H -0.6609 -0.9371 1.5661  0.206
H 1.4355 0.1201 2.4134  0.205
H 2.2689 -0.5522 1.1451  0.213
H -0.1320 1.2313 1.1279  0.183
H 0.9247 2.6987 -0.6375  0.376
H 2.3789 2.0599 -0.0248  0.370
N -1.9047 -1.2404 -1.5634  -0.816
N 1.3058 2.1272 0.1027  -0.860
Cl 1.2448 -0.9163 -1.5493  -0.080


The winner here is model 2, beating the second structure by 61.8 kcal/mol.


Model 1:
Below is an isolated molecule of C5H9FOS, with properties calculated with ωB97M-V with the def2-TZVPD basis set.

Computed properties:
LUMO, hartree: 0.029
Structure (SMILES): CS/C=C(\CO)CF
Highest occupied orbital energy, eV: -8.32

Last column: natural (NBO) charge in e.
Positions of all 17 atoms, in Å:
C 3.0766 0.4034 0.4527  -0.724
C 0.5056 0.4465 -0.2890  -0.349
C -0.7750 0.0331 -0.3346  -0.126
C -1.1766 -1.3586 -0.4828  -0.099
C -1.8661 1.0222 -0.1798  0.045
H 3.9983 -0.1101 0.3037  0.227
H 2.8142 0.4311 1.4839  0.215
H 3.2052 1.4179 0.1156  0.217
H 0.7633 1.5193 -0.2146  0.234
H -1.6291 -1.6013 -1.4189  0.196
H -0.2797 -2.0127 -0.3656  0.185
H -1.8633 -1.8327 1.3423  0.468
H -2.4719 0.8471 0.7627  0.180
H -2.5684 0.8754 -1.0106  0.171
O -2.1800 -1.8291 0.4259  -0.723
F -1.4219 2.3349 -0.1030  -0.363
S 1.8689 -0.5864 -0.4881  0.246


Model 2:
Below is an isolated molecule of C5H9FOS, with properties calculated with ωB97M-V with the def2-TZVPD basis set.

Computed properties:
LUMO, hartree: 0.026
Highest occupied orbital energy, eV: -9.49

Last column: natural (NBO) charge in e.
Positions of all 17 atoms, in Å:
C -0.9867 1.9223 1.0441  -0.388
C -0.9453 1.0327 -0.0401  -0.209
C -0.4433 -1.4050 0.7624  -0.611
C 0.2283 -0.6635 -1.5287  -0.640
C -0.0712 -0.1424 -0.1400  -0.197
O 2.2116 1.0969 -0.7905  -0.889
F 2.3334 -0.9536 0.8359  -0.554
S 1.6653 0.5972 0.4306  1.517
H -1.5931 2.7392 0.9413  0.212
H -0.1750 1.7378 1.7562  0.198
H -1.6927 1.0937 -0.8673  0.212
H -0.7103 -1.0001 1.7519  0.214
H -1.2612 -1.8484 0.3439  0.206
H 0.5045 -2.0393 0.7541  0.245
H 1.1516 -1.1120 -1.4837  0.225
H -0.5242 -1.4109 -1.6943  0.223
H 0.3082 0.3556 -2.0757  0.238


The winner here is model 1, beating the second structure by 31.6 kcal/mol.


Model 1:
Below is a cluster of 2 separate species, C4H8BrNO in total, with properties calculated with ωB97M-V with the def2-TZVPD basis set.

Computed properties:
LUMO, hartree: 0.010
Structure (SMILES): [H]/N=C(/C)C(C)=O.Br
Highest occupied orbital energy, eV: -9.78

Last column: natural (NBO) charge in e.
Positions of all 15 atoms, in Å:
C -0.6310 -0.4658 -0.2829  0.168
C -1.4434 0.5079 -1.0986  -0.646
C -0.0940 0.9583 1.7833  -0.721
C 0.3141 -0.1770 0.8366  0.534
N -0.7197 -1.6495 -0.7815  -0.556
O 1.3362 -0.7974 0.9961  -0.518
Br 2.7334 -0.7343 -1.9228  -0.210
H -1.8840 1.1932 -0.5020  0.212
H -0.6535 0.9899 -1.7703  0.220
H -1.9306 -0.0225 -1.8075  0.246
H 0.7741 1.2270 2.4793  0.251
H -0.2499 1.8447 1.1463  0.229
H -1.0635 0.5530 2.0952  0.238
H -0.2092 -2.3319 -0.2270  0.341
H 3.7211 -1.0956 -0.9442  0.213


Model 2:
Below is an isolated molecule of C4H8BrNO, with properties calculated with ωB97M-V with the def2-TZVPD basis set.

Computed properties:
LUMO, hartree: 0.013
Structure (SMILES): [H]/N=C(/C)[C@@](C)(O)Br
Highest occupied orbital energy, eV: -10.08

Last column: natural (NBO) charge in e.
Positions of all 15 atoms, in Å:
C 0.4279 -0.5179 -0.6532  0.239
C 0.1401 -1.9636 -0.2830  -0.671
C 0.0258 1.1232 1.3558  -0.672
C -0.4315 0.6418 -0.0632  0.318
N 1.4608 -0.3137 -1.3982  -0.588
O -0.4062 1.6478 -1.0961  -0.710
Br -2.4364 -0.1501 0.0773  -0.152
H -0.0778 -1.9269 0.8405  0.214
H -0.7230 -2.5599 -0.7183  0.250
H 1.0188 -2.5016 -0.4503  0.234
H -0.1123 2.1925 1.3885  0.229
H -0.5945 0.5543 2.0348  0.246
H 1.1091 0.7581 1.3345  0.239
H 1.5978 0.6601 -1.5382  0.342
H -0.9986 2.3558 -0.8310  0.483


The winner here is model 2, beating the second structure by 9.3 kcal/mol.


Model 1:
Below is a cluster of 2 separate species, C2H10OSi3 in total, with properties calculated with ωB97M-V with the def2-TZVPD basis set.

Computed properties:
LUMO, hartree: -0.047
Highest occupied orbital energy, eV: -8.64

Last column: natural (NBO) charge in e.
Positions of all 16 atoms, in Å:
C 1.5917 0.2195 0.3473  0.325
C 2.0759 1.6015 0.8386  -0.731
O 2.0527 -0.3519 -0.5914  -0.546
Si -1.6342 -1.6726 -0.3461  0.385
Si -0.8915 1.5453 -2.2632  0.583
Si -0.1095 -0.5812 1.0726  0.441
H 2.8884 2.0228 0.2370  0.231
H 2.5543 1.3146 1.7411  0.234
H 1.2186 2.2851 0.9026  0.234
H -2.4494 -2.5197 0.5904  -0.133
H -1.3568 -2.6010 -1.5125  -0.101
H -2.5970 -0.7203 -1.0033  -0.129
H -1.9444 2.2411 -3.0487  -0.273
H -0.2143 2.6825 -1.5755  -0.285
H -0.9573 0.5616 1.7205  -0.133
H 0.6083 -1.2644 2.2945  -0.103


Model 2:
Below is a cluster of 2 separate species, C2H10OSi3 in total, with properties calculated with ωB97M-V with the def2-TZVPD basis set.

Computed properties:
LUMO, hartree: 0.006
Highest occupied orbital energy, eV: -7.83

Last column: natural (NBO) charge in e.
Positions of all 16 atoms, in Å:
C 2.4817 0.0966 -0.5853  -0.494
C 2.2781 0.2780 0.6808  -0.355
O -0.7632 0.1647 3.0663  -1.115
Si -1.5269 -0.4972 -2.0093  0.402
Si -1.2815 0.6805 -0.0633  0.157
Si -0.2753 -0.5602 1.6752  1.114
H 3.2879 0.5632 -1.0516  0.186
H 1.8350 -0.4539 -1.2425  0.189
H 2.8176 0.7313 1.4467  0.167
H -0.1047 0.4246 3.7258  0.515
H -3.0634 -0.6597 -2.2666  -0.120
H -1.1254 0.3859 -3.1609  -0.124
H -0.9192 -1.7849 -1.9652  -0.142
H -0.8482 1.9730 -0.2984  -0.107
H -2.8237 0.6481 0.1536  -0.104
H 0.0310 -1.9899 1.8947  -0.169


The winner here is model 2, beating the second structure by 14.3 kcal/mol.